1.
Below is C19H38BeFNO19 as an isolated structure, with properties calculated with wB97M-V/def2-TZVPD.

The value obtained for the gap between HOMO and LUMO is 0.306 Eh. The maximum force is 0.1226 Eh/bohr.

```
! wB97M-V def2-TZVPD RIJCOSX def2/J DEFGRID3
* xyz 0 1
Be -0.57 0.74 0.01
N -0.22 2.11 -2.63
O -0.43 2.60 -3.73
O 0.40 2.70 -1.74
O -0.59 0.99 -2.43
F -1.24 -0.34 2.12
C 4.24 -2.93 -1.79
C 3.90 -2.15 -0.56
C 5.25 -2.14 0.20
O 5.86 -3.34 -0.24
C 5.14 -4.01 -1.27
H 4.76 -2.30 -2.50
H 3.39 -3.36 -2.32
H 3.12 -2.63 0.03
H 3.45 -1.17 -0.70
H 5.02 -2.23 1.26
H 5.87 -1.30 -0.10
H 4.56 -4.76 -0.74
H 5.86 -4.39 -2.00
C 0.06 -3.49 1.27
O 0.46 -3.75 -0.09
C 0.41 -2.78 -1.03
O 0.05 -1.63 -0.82
O 0.67 -3.31 -2.20
C 0.78 -2.51 -3.38
H 0.79 -2.81 1.71
H 0.05 -4.42 1.84
H -0.91 -2.98 1.25
H 1.60 -2.76 -4.05
H 0.78 -1.46 -3.08
H -0.13 -2.70 -3.96
C 3.65 2.59 -0.74
O 3.80 2.05 0.57
C 2.91 1.08 0.93
O 1.96 0.61 0.27
O 3.27 0.66 2.12
C 2.47 -0.31 2.78
H 4.46 3.29 -0.95
H 2.71 3.14 -0.80
H 3.69 1.82 -1.50
H 2.50 -1.28 2.28
H 1.43 0.03 2.76
H 2.74 -0.47 3.82
C -3.78 3.53 -1.99
O -4.39 3.42 -0.71
C -3.75 2.71 0.30
O -2.57 2.31 0.26
O -4.58 2.62 1.36
C -4.21 1.96 2.54
H -4.50 3.89 -2.72
H -3.50 2.53 -2.33
H -2.84 4.09 -2.07
H -5.10 1.57 3.02
H -3.70 2.61 3.25
H -3.44 1.20 2.39
C -4.36 -1.55 1.01
O -4.07 -2.06 -0.31
C -3.25 -1.49 -1.18
O -2.72 -0.44 -0.97
O -3.09 -2.26 -2.30
C -3.70 -3.50 -2.57
H -4.83 -0.57 0.87
H -3.54 -1.31 1.68
H -5.04 -2.19 1.57
H -3.14 -4.18 -3.21
H -4.72 -3.29 -2.88
H -3.73 -4.09 -1.65
C -0.94 2.47 4.21
O -0.57 3.64 3.47
C -0.20 3.59 2.21
O 0.05 2.56 1.59
O -0.36 4.79 1.71
C -0.14 5.05 0.33
H -1.62 1.77 3.73
H -1.42 2.78 5.14
H -0.15 1.79 4.51
H 0.13 6.10 0.21
H -0.91 4.83 -0.41
H 0.71 4.43 0.04
*
```

2.
Below is a 2-piece molecular cluster, C14H13O2 overall, with properties calculated with wB97M-V/def2-TZVPD.

The value obtained for the gap between HOMO and LUMO is 0.189 Eh. The maximum force is 0.0326 Eh/bohr.

```
! wB97M-V def2-TZVPD RIJCOSX def2/J DEFGRID3
* xyz -1 1
C 0.83 -1.18 -0.44
C -0.23 -1.97 -1.21
O -1.55 -1.62 -0.66
C -1.40 -0.90 0.50
O -2.32 -0.50 1.17
C 0.09 -0.71 0.79
C 0.56 -0.27 1.98
H 1.70 -1.80 -0.21
H 1.16 -0.34 -1.07
H -0.24 -1.75 -2.28
H -0.08 -3.05 -1.08
H -0.15 0.02 2.75
H 1.62 -0.16 2.14
C 2.40 -1.84 4.03
C 1.59 -2.87 4.58
C 1.59 -2.74 5.99
C 2.44 -1.64 6.35
C 3.00 -1.10 5.11
C 3.94 -0.07 5.17
C 4.28 0.48 6.42
C 3.71 -0.02 7.61
C 2.80 -1.09 7.58
H 2.59 -1.64 2.98
H 1.05 -3.62 4.01
H 1.07 -3.35 6.72
H 4.42 0.27 4.25
H 5.00 1.30 6.48
H 3.97 0.44 8.56
H 2.37 -1.49 8.49
*
```

3.
Below is C41H41CoN3P2Te as an isolated structure, with properties calculated with wB97M-V/def2-TZVPD.

The value obtained for the gap between HOMO and LUMO (spin up / spin down) is 0.064 / 0.182 Eh. Its expectation value of S² is 3.7947. The maximum force is 0.0609 Eh/bohr.

```
! wB97M-V def2-TZVPD RIJCOSX def2/J DEFGRID3
* xyz -2 4
Co -0.59 0.68 -0.17
Te 2.84 -2.60 -1.60
C 2.30 -4.68 -1.27
C 2.00 -5.09 0.07
C 1.81 -6.44 0.38
N 2.01 -7.40 -0.53
C 2.12 -7.04 -1.79
C 2.31 -5.72 -2.20
C 1.25 -1.52 -0.74
P 1.29 -0.22 0.38
C 2.73 0.89 -0.08
C 2.70 1.39 -1.43
C 3.71 2.30 -1.80
C 4.87 2.32 -1.05
C 5.03 1.69 0.15
C 3.98 0.90 0.61
C 1.58 -0.71 2.11
C 1.23 -1.99 2.47
C 1.35 -2.42 3.76
C 2.03 -1.63 4.71
C 2.48 -0.42 4.31
C 2.24 0.08 3.04
P -0.47 -1.15 -1.26
C -0.70 -0.30 -2.89
C -0.62 -1.10 -4.02
C -0.80 -0.55 -5.26
C -0.85 0.86 -5.34
C -0.74 1.70 -4.30
C -0.77 1.08 -3.02
C -1.73 -2.32 -0.98
C -3.07 -1.90 -0.84
C -4.02 -2.94 -0.54
C -3.65 -4.25 -0.53
C -2.33 -4.65 -0.59
C -1.36 -3.69 -0.76
H 1.88 -4.31 0.83
H 1.66 -6.78 1.41
H 2.12 -7.79 -2.54
H 2.53 -5.51 -3.24
H 1.98 0.96 -2.09
H 3.65 2.90 -2.71
H 5.79 2.85 -1.34
H 5.92 1.84 0.73
H 4.09 0.29 1.50
H 0.78 -2.65 1.76
H 0.94 -3.36 4.07
H 2.09 -1.86 5.79
H 3.04 0.21 5.01
H 2.70 1.02 2.75
H -0.34 -2.11 -3.89
H -1.03 -1.12 -6.13
H -1.04 1.34 -6.30
H -0.74 2.80 -4.36
H -2.22 1.71 -1.48
H -3.31 -0.86 -1.02
H -5.01 -2.72 -0.22
H -4.45 -5.02 -0.43
H -2.08 -5.73 -0.47
H -0.29 -3.91 -0.83
C -1.13 1.84 -1.78
C -0.78 3.28 -1.63
C -1.47 4.26 -2.40
C -1.27 5.61 -2.23
C -0.29 6.02 -1.34
C 0.49 5.09 -0.61
C 0.24 3.70 -0.77
H -2.22 3.98 -3.13
H -1.91 6.33 -2.79
H -0.11 7.11 -1.20
H 1.22 5.33 0.19
H 0.80 2.97 -0.18
C -1.87 3.15 3.89
C -2.65 2.27 2.92
C -4.10 2.53 2.80
C -2.39 0.81 3.43
N -2.09 2.35 1.52
N -0.78 1.82 1.41
H -2.17 2.91 4.90
H -2.08 4.20 3.71
H -0.77 2.99 3.82
H -4.57 2.54 3.83
H -4.60 1.75 2.16
H -4.34 3.53 2.39
H -2.78 0.69 4.42
H -1.30 0.61 3.58
H -2.94 0.13 2.68
H -2.22 3.28 1.14
H -0.65 1.06 2.11
H -0.10 2.55 1.37
*
```

4.
Below is H14O7V as an isolated structure, with properties calculated with wB97M-V/def2-TZVPD.

Its energy relative to the best compared isomer or geometry (same formula, charge and spin) is 41.64 kJ/mol. The value obtained for the gap between HOMO and LUMO (spin up / spin down) is 0.327 / 0.463 Eh. Its expectation value of S² is 3.7520. The maximum force is 0.0935 Eh/bohr.

```
! wB97M-V def2-TZVPD RIJCOSX def2/J DEFGRID3
* xyz 2 4
V 0.12 0.00 -0.07
O 0.87 -1.99 -0.87
H 0.90 -2.80 -0.32
H 1.73 -1.99 -1.29
O -0.19 0.24 -2.33
H 0.39 0.10 -3.11
H -0.92 0.71 -2.53
O -0.08 -1.21 1.77
H 0.41 -1.29 2.63
H -0.72 -1.90 1.86
O 2.18 0.18 0.68
H 2.38 -0.16 1.52
H 2.59 1.01 0.68
O -2.00 -0.88 -0.32
H -2.23 -1.84 -0.29
H -2.70 -0.46 -0.88
O 0.51 2.18 -0.58
H 1.35 2.58 -0.73
H 0.17 2.56 0.23
O -1.41 1.34 1.08
H -1.24 1.66 2.03
H -2.11 1.97 0.83
*
```

> Which formula does entry 1 have?

C19H38BeFNO19